[1]
The following is a DFT calculation (ωB97M-V/def2-TZVPD) of one molecule with the formula C2H6N2O2 at a distorted geometry.

Results
- SMILES = C/C(=N\O)ON
- net charge = 0
- Kohn-Sham gap (eV) = 9.70
- HOMO level (eV) = -8.879
- multiplicity = 1
- LUMO (eV) = 0.82
- energy above the lowest of the compared OMol25 structures with the same formula, charge and spin (kJ/mol) = 504.1
- calculated total energy (eV) = -9242.09321

Structure (XYZ):
```
12
Properties=species:S:1:pos:R:3:lowdin_charge:R:1
C -0.119 -1.232 -0.271 -0.03
C 0.189 0.240 -0.345 -0.53
N 1.325 0.795 0.032 0.04
O 2.152 -0.150 0.665 -0.10
O -0.677 1.060 -1.015 -0.05
N -1.539 0.937 0.358 0.14
H -0.084 -1.569 0.766 0.08
H -1.109 -1.444 -0.677 0.08
H 0.639 -1.785 -0.831 0.09
H 2.995 0.327 0.729 0.09
H -1.357 1.862 0.752 0.10
H -2.415 0.959 -0.163 0.09
```

***

[2]
The following is a DFT calculation (ωB97M-V/def2-TZVPD) of one molecule with the formula C4H7NO at a distorted geometry.

Results
- SMILES = ON=C1CCC1
- net charge = 0
- Kohn-Sham gap (eV) = 9.61
- HOMO level (eV) = -8.586
- multiplicity = 1
- LUMO (eV) = 1.02
- energy above the lowest of the compared OMol25 structures with the same formula, charge and spin (kJ/mol) = 489.7
- calculated total energy (eV) = -7794.56868

Structure (XYZ):
```
13
Properties=species:S:1:pos:R:3:lowdin_charge:R:1
O -0.564 2.456 -0.239 -0.09
N -0.664 1.546 0.841 0.01
C -0.289 0.417 0.388 -0.45
C -0.180 -0.142 -0.960 -0.08
C 0.598 -1.369 -0.468 -0.16
C 0.357 -0.829 0.972 -0.10
H -0.848 3.285 0.160 0.08
H -1.331 -0.273 -0.412 0.23
H 0.090 0.412 -1.879 0.12
H 0.151 -2.324 -0.755 0.10
H 1.669 -1.427 -0.721 0.11
H -0.186 -1.465 1.665 0.11
H 1.273 -0.445 1.422 0.12
```